{"formula": "C31H54MnO3P3S", "method": "ωB97M-V with the def2-TZVPD basis set", "gap_ha": [0.20551, 0.25755], "charge": 2, "multiplicity": 5, "elements": ["Mn", "C", "P", "C", "C", "C", "P", "C", "C", "H", "H", "H", "H", "H", "H", "H", "H", "H", "H", "H", "H", "H", "H", "H", "H", "O", "C", "O", "C", "C", "C", "C", "S", "C", "C", "H", "H", "H", "H", "H", "O", "P", "C", "C", "C", "C", "C", "C", "C", "C", "C", "C", "C", "C", "C", "C", "C", "C", "C", "C", "H", "H", "H", "H", "H", "H", "H", "H", "H", "H", "H", "H", "H", "H", "H", "H", "H", "H", "H", "H", "H", "H", "H", "H", "H", "H", "H", "H", "H", "H", "H", "H", "H"], "xyz": [[0.6756, -1.3437, 1.5095], [4.1774, -1.8605, 0.1866], [2.8589, -2.0936, 1.4279], [2.8739, -3.9136, 1.6365], [3.6445, -1.4987, 2.9955], [2.7436, -1.8246, 4.1847], [0.9767, -1.4531, 3.7761], [0.0431, -2.5442, 4.8948], [0.6350, 0.2184, 4.4392], [3.7986, -2.1264, -0.8004], [5.0165, -2.5132, 0.4293], [4.5127, -0.8271, 0.1711], [3.8110, -4.2202, 2.1027], [2.8076, -4.3783, 0.6546], [2.0284, -4.2513, 2.2371], [3.7760, -0.4156, 2.9084], [4.6340, -1.9527, 3.1044], [3.0455, -1.2666, 5.0750], [2.8013, -2.8923, 4.4152], [0.3512, -2.3555, 5.9246], [0.2296, -3.5871, 4.6394], [-1.0230, -2.3454, 4.7933], [0.9325, 0.2777, 5.4868], [-0.4382, 0.4041, 4.3585], [1.1666, 0.9731, 3.8566], [-7.6467, -0.3426, 1.0951], [-7.0671, -1.4685, 0.6995], [-7.6922, -2.3424, 0.1724], [-5.5815, -1.6144, 0.9216], [-4.8778, -0.9006, 1.8899], [-3.5247, -1.1198, 2.0679], [-2.8658, -2.0615, 1.2795], [-1.1732, -2.4018, 1.5570], [-3.5666, -2.7917, 0.3205], [-4.9154, -2.5663, 0.1493], [-7.0585, 0.3302, 1.4606], [-5.3768, -0.1994, 2.5438], [-2.9731, -0.5805, 2.8247], [-3.0583, -3.5401, -0.2648], [-5.4819, -3.1320, -0.5742], [0.6131, 0.3782, 0.5038], [0.3449, 1.3053, -0.6772], [-0.9682, 2.4734, -0.0689], [-1.1958, 3.7174, -0.9236], [-2.1444, 3.4770, -2.0920], [-3.4659, 2.9093, -1.5880], [-3.2134, 1.5825, -0.8794], [-2.2769, 1.7804, 0.3095], [-0.0453, 0.1748, -2.1067], [-0.7933, -1.0486, -1.5851], [-1.3368, -1.8728, -2.7576], [-0.3957, -1.8117, -3.9670], [1.0454, -1.6542, -3.4963], [1.2372, -0.2893, -2.8154], [1.8323, 2.3924, -0.9188], [2.0089, 2.9777, -2.3318], [3.3711, 2.6261, -2.9307], [4.5194, 3.0666, -2.0191], [4.2519, 2.7341, -0.5400], [3.1094, 1.7296, -0.4053], [-0.4777, 2.7854, 0.8696], [-0.2480, 4.1133, -1.2902], [-1.6367, 4.4783, -0.2754], [-1.6940, 2.7888, -2.8114], [-2.3201, 4.4224, -2.6058], [-4.1549, 2.7620, -2.4199], [-3.9237, 3.6186, -0.8960], [-2.7813, 0.8823, -1.5960], [-4.1556, 1.1573, -0.5276], [-2.0553, 0.8217, 0.7949], [-2.7859, 2.4079, 1.0464], [-0.6884, 0.7226, -2.7986], [-1.6172, -0.7660, -0.9256], [-0.0792, -1.6545, -0.9875], [-2.3225, -1.4999, -3.0401], [-1.4646, -2.9052, -2.4337], [-0.6562, -0.9724, -4.6125], [-0.4999, -2.7175, -4.5618], [1.7306, -1.7338, -4.3403], [1.2847, -2.4665, -2.8062], [1.5271, 0.4464, -3.5639], [2.0420, -0.3708, -2.0794], [1.6187, 3.2159, -0.2249], [1.9369, 4.0651, -2.2769], [1.2151, 2.6416, -3.0024], [3.4713, 3.1175, -3.8972], [3.4393, 1.5532, -3.1121], [4.6774, 4.1402, -2.1247], [5.4326, 2.5752, -2.3556], [3.9884, 3.6425, 0.0051], [5.1519, 2.3295, -0.0745], [2.9757, 1.4346, 0.6417], [3.3534, 0.8377, -0.9815]], "atomic_forces_ev_per_a": [[-0.993, 1.907, -1.859], [-0.471, 0.165, -0.135], [2.360, -0.790, 0.436], [-0.271, 0.200, 0.010], [-0.206, 0.159, -0.215], [-0.125, -0.054, -0.350], [0.185, -0.004, 2.311], [-0.073, 0.007, -0.434], [-0.009, -0.084, -0.481], [0.047, 0.011, -0.038], [-0.057, -0.011, 0.089], [0.002, 0.080, -0.006], [-0.002, 0.023, 0.011], [-0.081, -0.055, -0.045], [0.061, -0.080, -0.008], [0.078, -0.050, -0.059], [-0.080, 0.057, -0.064], [-0.118, -0.086, -0.023], [-0.065, 0.079, 0.062], [0.094, 0.028, -0.059], [-0.038, -0.007, 0.024], [0.008, -0.022, -0.013], [0.030, -0.085, -0.034], [0.066, 0.036, 0.004], [-0.030, 0.021, 0.082], [-0.566, 0.630, 0.239], [0.481, -0.610, -0.265], [-0.019, 0.184, 0.058], [0.115, 0.014, 0.117], [-0.122, -0.127, -0.230], [0.225, -0.164, -0.049], [-0.556, 0.631, -0.042], [-0.162, -1.191, 0.566], [0.342, 0.091, 0.119], [-0.244, 0.203, 0.144], [0.107, -0.265, -0.120], [-0.048, 0.076, 0.038], [-0.034, 0.059, 0.077], [0.065, -0.104, -0.130], [-0.065, -0.051, -0.048], [0.472, -1.420, 1.409], [-0.285, 0.883, -0.701], [0.423, -0.392, -0.107], [0.081, 0.027, -0.232], [-0.183, 0.221, 0.188], [0.145, -0.270, -0.244], [-0.163, 0.232, 0.178], [0.021, -0.345, -0.075], [0.104, 0.704, 0.457], [-0.047, -0.075, 0.189], [0.079, 0.107, -0.082], [0.088, -0.224, 0.086], [-0.119, 0.096, -0.176], [0.046, -0.082, -0.025], [-0.612, -0.493, 0.287], [0.069, 0.025, -0.298], [0.023, 0.147, 0.072], [-0.001, -0.006, -0.087], [0.060, -0.156, -0.025], [0.150, 0.152, 0.280], [0.061, -0.098, -0.188], [0.030, 0.125, 0.075], [0.055, 0.059, 0.021], [0.006, -0.030, -0.124], [0.086, -0.030, -0.092], [-0.052, 0.051, 0.029], [-0.085, 0.050, 0.017], [-0.028, -0.123, -0.062], [0.032, -0.115, -0.027], [-0.093, 0.113, 0.037], [0.024, -0.006, 0.056], [-0.010, 0.044, -0.026], [0.128, -0.112, 0.101], [-0.351, 0.221, -0.334], [-0.057, -0.020, 0.049], [-0.042, -0.075, 0.017], [-0.027, 0.038, -0.077], [-0.039, 0.042, -0.090], [0.056, -0.047, 0.068], [0.054, -0.058, 0.018], [0.099, 0.037, 0.067], [0.121, 0.068, -0.081], [-0.028, -0.080, -0.009], [-0.103, 0.005, -0.024], [-0.054, 0.097, -0.055], [-0.020, -0.061, -0.075], [-0.029, -0.051, -0.056], [0.048, -0.006, -0.041], [0.042, 0.075, 0.002], [0.002, -0.015, 0.091], [0.011, 0.085, 0.042], [0.030, -0.014, -0.107], [-0.049, -0.125, 0.005]], "lowdin_spin": [3.87, 0.00, 0.01, 0.00, 0.01, -0.01, -0.05, 0.00, 0.00, 0.00, 0.00, 0.00, 0.00, 0.00, 0.00, 0.00, 0.00, 0.00, 0.00, 0.00, 0.00, 0.00, 0.00, 0.00, 0.00, 0.00, 0.00, 0.00, 0.01, 0.00, 0.01, 0.02, 0.01, 0.00, 0.00, 0.00, 0.00, 0.00, 0.00, 0.00, 0.09, 0.01, 0.00, 0.00, 0.00, 0.00, 0.00, 0.00, 0.00, 0.01, 0.00, 0.00, 0.00, 0.00, 0.00, 0.00, 0.00, 0.00, 0.00, 0.00, 0.00, 0.00, 0.00, 0.00, 0.00, 0.00, 0.00, 0.00, 0.00, 0.00, 0.00, 0.00, 0.00, 0.00, 0.00, 0.00, 0.00, 0.00, 0.00, 0.00, 0.00, 0.00, 0.00, 0.00, 0.00, 0.00, 0.00, 0.00, 0.00, 0.00, 0.00, 0.00, 0.00]}